[1]
The following is a quantum chemistry calculation of C17H16Cl3F2N2O2OsPS2 as an isolated structure, from the Open Molecules 2025 dataset.

Geometry as XYZ:
```
46
Properties=species:S:1:pos:R:3:nbo_charge:R:1
Os -0.21 -0.88 0.08 0.70
F -4.16 -4.04 -1.65 -0.30
C -2.91 -3.60 -1.81 0.45
C -2.47 -2.54 -1.03 -0.31
C -1.17 -2.09 -1.18 -0.11
C -0.33 -2.67 -2.15 -0.17
C -0.82 -3.75 -2.88 0.45
F -0.03 -4.36 -3.78 -0.31
C -2.10 -4.23 -2.73 -0.34
C 0.97 -2.04 -2.32 0.22
C 1.86 -2.25 -3.37 -0.22
C 3.01 -1.48 -3.44 -0.11
C 3.26 -0.52 -2.47 -0.25
C 2.35 -0.37 -1.45 0.08
N 1.23 -1.11 -1.38 -0.47
H -3.16 -2.11 -0.32 0.23
H -2.45 -5.06 -3.32 0.26
H 1.65 -2.99 -4.12 0.26
H 3.70 -1.63 -4.26 0.24
H 4.14 0.10 -2.50 0.25
H 2.48 0.37 -0.67 0.23
C -0.58 5.77 0.62 -0.63
C 0.50 4.92 1.23 -0.06
O 0.51 3.61 0.56 -0.84
P 0.11 2.28 1.28 1.68
S -0.58 1.24 -0.45 -0.15
S -1.08 2.33 2.78 -0.57
O 1.53 1.61 1.60 -0.83
C 1.59 0.44 2.42 -0.04
C 3.04 0.14 2.75 -0.63
H -0.51 6.79 1.02 0.23
H -1.57 5.37 0.84 0.22
H -0.45 5.83 -0.47 0.22
H 0.33 4.77 2.30 0.20
H 1.49 5.33 1.08 0.20
H 1.14 -0.41 1.86 0.12
H 0.99 0.59 3.32 0.22
H 3.63 0.02 1.85 0.21
H 3.10 -0.77 3.33 0.23
H 3.46 0.96 3.33 0.24
Cl -4.76 0.82 2.05 0.12
C -3.93 -0.53 2.80 -0.24
Cl -4.89 -2.01 2.68 0.11
Cl -3.51 -0.18 4.47 0.12
C -2.69 -0.75 2.05 0.44
N -1.72 -0.93 1.48 -0.36
```

Lowest unoccupied orbital energy (spin up / spin down), hartree: -0.1673 / -0.1773
E_tot, Ha: -3725.932220
Multiplicity: 2
M, g mol⁻¹: 710.02
⟨S²⟩: 0.7571
HOMO energy (spin up / spin down), eV: -11.49 / -11.45
Frontier orbital gap (spin up / spin down), Ha: 0.2551 / 0.2435
Net charge: +1



[2]
The following is a quantum chemistry calculation of one molecule with the formula C17H16ClN3O4S, from the Open Molecules 2025 dataset.

Geometry as XYZ:
```
42
Properties=species:S:1:pos:R:3:nbo_charge:R:1
C -4.75 -3.65 -0.24 -0.26
H -5.11 -4.59 0.18 0.20
O -5.11 -2.65 0.69 -0.49
C -4.76 -1.37 0.44 0.32
C -4.09 -0.94 -0.70 -0.33
C -3.77 0.40 -0.85 -0.06
C -4.11 1.33 0.13 0.28
C -4.78 0.89 1.26 -0.25
C -5.11 -0.44 1.42 -0.25
H -5.63 -0.78 2.30 0.23
H -5.06 1.61 2.02 0.23
O -3.80 2.67 -0.05 -0.51
C -2.72 3.13 0.74 -0.11
C -1.45 2.42 0.39 0.28
C -1.04 1.14 0.63 -0.31
C 0.20 1.06 -0.05 0.04
N 0.48 2.20 -0.63 -0.12
O -0.54 3.05 -0.37 -0.25
C 1.09 -0.12 -0.15 0.64
O 0.84 -1.18 0.38 -0.60
N 2.19 0.11 -0.90 -0.60
H 2.31 1.04 -1.28 0.42
C 3.24 -0.86 -1.07 -0.28
C 4.52 -0.41 -0.45 0.08
N 5.69 -0.75 -0.84 -0.44
C 6.68 -0.21 -0.08 0.13
C 6.23 0.58 0.93 -0.45
S 4.51 0.66 0.94 0.38
H 6.80 1.13 1.65 0.24
C 8.10 -0.51 -0.41 -0.63
H 8.27 -1.58 -0.34 0.23
H 8.76 0.01 0.27 0.22
H 8.31 -0.20 -1.43 0.23
H 2.88 -1.78 -0.57 0.26
H 3.42 -1.08 -2.12 0.23
H -1.51 0.37 1.19 0.26
H -2.93 3.00 1.81 0.19
H -2.62 4.20 0.50 0.22
Cl -2.93 0.91 -2.26 0.02
H -3.80 -1.63 -1.48 0.24
H -3.67 -3.71 -0.37 0.18
H -5.23 -3.48 -1.21 0.18
```

Lowest unoccupied orbital energy, hartree: 0.0241
E_tot, Ha: -1980.982576
M, g mol⁻¹: 393.85
SMILES: COc1ccc(OCc2cc(C(=O)NCc3nc(C)cs3)no2)c(Cl)c1
HOMO energy, eV: -8.66
Frontier orbital gap, Ha: 0.3424
Net charge: 0



[3]
The following is a quantum chemistry calculation of C17H16CoN5O5S as an isolated structure, from the Open Molecules 2025 dataset.

Geometry as XYZ:
```
45
Properties=species:S:1:pos:R:3:nbo_charge:R:1
Co -6.51 -13.74 -3.85 1.40
C -4.52 -17.49 -0.49 -0.62
C -3.75 -17.25 -1.75 -0.24
N -4.55 -17.33 -2.89 -0.60
C -4.99 -16.21 -3.53 0.32
S -4.37 -14.62 -3.19 -0.40
N -5.85 -16.57 -4.51 -0.49
N -6.61 -15.54 -4.91 -0.33
C -7.24 -15.56 -6.00 0.15
C -7.10 -16.73 -6.91 -0.69
C -8.45 -14.54 -6.28 0.61
C -8.25 -13.12 -6.37 -0.19
C -7.83 -12.92 -7.85 -0.30
C -7.24 -11.85 -8.35 0.15
C -6.67 -10.45 -6.37 0.03
N -7.25 -12.70 -5.42 -0.80
H -3.80 -17.64 0.35 0.19
H -5.08 -18.41 -0.47 0.19
H -5.14 -16.63 -0.11 0.24
H -2.91 -17.95 -1.79 0.17
H -3.34 -16.22 -1.79 0.24
H -5.05 -18.20 -3.10 0.40
H -7.76 -17.57 -6.70 0.23
H -6.08 -17.13 -6.67 0.25
H -7.23 -16.41 -7.97 0.21
H -9.19 -12.74 -6.11 0.22
H -7.99 -13.70 -8.61 0.22
H -6.88 -11.76 -9.40 0.18
H -6.27 -9.47 -6.17 0.17
O -5.18 -8.16 -2.02 -0.68
C -5.63 -9.42 -2.42 0.32
C -5.80 -10.45 -1.50 -0.32
C -6.11 -11.72 -1.91 0.14
N -6.22 -11.87 -3.27 -0.57
C -6.22 -10.92 -4.13 0.31
C -5.84 -9.62 -3.78 -0.31
C -6.73 -11.41 -5.38 0.06
O -6.94 -10.62 -7.72 -0.52
O -9.57 -14.97 -6.36 -0.54
C -6.52 -12.99 -1.14 0.75
O -6.27 -12.96 0.04 -0.66
O -7.15 -13.89 -1.80 -0.80
H -5.46 -8.08 -1.07 0.48
H -5.73 -10.27 -0.39 0.23
H -5.78 -8.80 -4.52 0.22
```

Lowest unoccupied orbital energy (spin up / spin down), hartree: 0.0984 / 0.0984
E_tot, Ha: -3088.374571
Multiplicity: 4
M, g mol⁻¹: 461.34
⟨S²⟩: 3.7599
HOMO energy (spin up / spin down), eV: -4.06 / -4.07
Frontier orbital gap (spin up / spin down), Ha: 0.2478 / 0.2481
Net charge: -1



Among the records above, which one has the lowest M? C17H16ClN3O4S



Among the records above, which one has the lowest M? C17H16ClN3O4S



Look up the net charge of the first one. +1



Look up the M of the second one. 393.85 g mol⁻¹